No. 1
The following is a quantum chemistry calculation of C46H47MnN8O4P2S2 as an isolated structure at a distorted geometry, from OMol25.

Results
Energy above the lowest of the compared OMol25 structures with the same formula, charge and spin (eV): 2.458
⟨S²⟩: 1.1812
Total charge: +1
Multiplicity: 2
Energy (a.u.): -5149.9337

Structure (XYZ):
```
110
Properties=species:S:1:pos:R:3:forces:R:3:mulliken_charge:R:1
Mn -0.049 -0.079 0.712 1.7 0.5 0.4 0.91
N 2.712 -1.369 3.844 0.0 0.0 0.0 -0.36
C 2.048 -0.817 2.809 0.3 0.0 0.2 0.54
S 0.321 -0.720 2.953 -0.3 -0.1 -0.3 -0.64
N 2.802 -0.390 1.823 -0.4 -0.2 -0.1 -1.47
N 2.054 0.111 0.804 -0.8 0.3 0.9 1.45
C 2.676 0.676 -0.151 0.4 0.4 -1.1 0.87
C 4.162 0.740 -0.250 -0.1 0.0 -0.2 -0.77
C 4.824 1.961 -0.301 0.0 0.1 0.1 -0.02
C 6.209 2.006 -0.432 0.0 0.0 0.0 -0.88
C 6.934 0.826 -0.528 0.0 0.0 0.0 -0.48
C 6.275 -0.399 -0.478 0.0 0.0 0.0 -0.81
C 4.895 -0.441 -0.333 0.1 -0.1 -0.1 -0.04
C 1.799 1.221 -1.223 0.6 -0.1 0.2 0.41
C 2.297 1.800 -2.378 0.2 0.2 -0.2 -0.51
C 1.416 2.304 -3.324 0.3 0.0 -0.1 -1.28
C 0.057 2.213 -3.099 -0.2 0.0 0.1 -1.29
C -0.362 1.601 -1.933 -0.1 0.0 0.0 -0.76
N 0.482 1.113 -1.023 -0.9 -0.9 0.2 1.39
H 2.213 -1.601 4.681 0.0 0.0 0.1 0.22
H 3.717 -1.317 3.857 0.0 0.0 0.0 0.25
H 4.260 2.886 -0.218 0.0 -0.1 0.0 0.48
H 6.719 2.964 -0.464 -0.1 -0.1 0.0 0.42
H 8.014 0.859 -0.638 -0.1 0.0 0.0 0.40
H 6.838 -1.324 -0.551 -0.1 0.1 0.0 0.44
H 4.377 -1.393 -0.292 0.0 0.0 0.0 0.41
H 3.366 1.843 -2.531 0.0 0.0 0.0 0.69
H 1.794 2.760 -4.232 0.0 0.0 0.1 0.46
H -0.670 2.596 -3.804 0.0 0.0 0.0 0.59
H -1.417 1.489 -1.715 0.2 0.0 0.0 0.47
C -0.935 -3.886 1.613 0.0 0.0 -0.4 -1.09
N -0.723 -3.324 0.226 0.1 0.1 0.4 0.60
P -1.666 -1.881 0.024 -0.4 -0.1 -0.3 0.02
C -3.332 -2.394 0.576 0.0 0.1 0.0 0.61
C -4.143 -1.571 1.346 -0.1 -0.1 0.0 -0.46
C -5.437 -1.965 1.683 0.1 0.0 0.0 -0.65
C -5.916 -3.190 1.257 0.0 0.0 0.0 -0.63
C -5.111 -4.018 0.475 0.0 0.0 0.0 -0.67
C -3.833 -3.619 0.128 -0.1 -0.1 0.0 -0.58
C -2.037 -1.826 -1.764 -0.1 -0.1 0.0 0.53
C -2.675 -0.679 -2.235 -0.1 -0.1 -0.1 -0.80
C -3.042 -0.575 -3.571 0.0 0.0 0.1 -0.60
C -2.760 -1.621 -4.446 0.0 0.0 0.0 -0.75
C -2.130 -2.767 -3.978 0.0 0.0 0.0 -0.66
C -1.771 -2.872 -2.639 -0.2 -0.1 -0.1 -0.13
P 1.003 -2.881 0.047 -0.4 0.0 -0.5 1.86
C 1.809 -4.426 0.579 0.1 0.1 0.1 -0.13
C 1.320 -5.687 0.220 0.1 0.0 0.0 -0.08
C 2.016 -6.830 0.585 0.0 0.1 0.0 -0.73
C 3.210 -6.723 1.299 -0.1 0.0 0.0 -0.67
C 3.701 -5.476 1.649 0.0 0.1 0.0 -0.67
C 2.997 -4.327 1.294 0.0 0.0 0.1 -0.24
C 1.396 -2.955 -1.762 0.2 -0.1 -0.1 0.70
C 0.928 -1.940 -2.600 0.4 0.0 0.0 0.29
C 1.291 -1.867 -3.937 0.1 0.0 0.0 -0.98
C 2.180 -2.798 -4.462 -0.1 0.0 0.0 -1.09
C 2.683 -3.798 -3.644 0.0 0.0 0.1 -0.85
C 2.293 -3.881 -2.310 -0.1 0.0 0.0 -0.89
H -1.977 -4.148 1.745 -0.1 0.0 -0.1 0.37
H -0.645 -3.190 2.401 0.1 0.1 0.0 0.26
H -0.351 -4.789 1.728 0.1 -0.1 0.0 0.38
H -3.800 -0.610 1.681 0.1 0.1 0.0 0.27
H -6.058 -1.305 2.277 0.1 0.0 0.0 0.50
H -6.918 -3.505 1.524 0.1 0.0 0.0 0.41
H -5.487 -4.974 0.130 0.0 0.0 0.0 0.44
H -3.215 -4.260 -0.494 0.0 0.0 0.1 0.32
H -2.910 0.125 -1.542 -0.1 -0.1 0.0 0.74
H -3.554 0.312 -3.931 0.0 -0.1 0.0 0.48
H -3.039 -1.543 -5.492 0.0 0.0 0.1 0.41
H -1.911 -3.582 -4.661 0.0 0.1 0.1 0.47
H -1.267 -3.761 -2.274 -0.1 0.1 0.0 0.36
H 0.396 -5.763 -0.347 0.1 0.0 0.1 0.36
H 1.634 -7.807 0.310 0.0 0.1 0.0 0.44
H 3.752 -7.618 1.584 0.0 0.1 0.0 0.40
H 4.628 -5.394 2.205 -0.1 0.0 0.0 0.45
H 3.374 -3.346 1.572 0.0 -0.1 0.0 0.17
H 0.250 -1.206 -2.210 0.0 0.3 0.1 -0.23
H 0.880 -1.084 -4.567 0.0 0.0 0.1 0.58
H 2.482 -2.740 -5.501 0.0 0.0 0.1 0.43
H 3.383 -4.525 -4.042 -0.1 0.1 0.0 0.47
H 2.702 -4.675 -1.702 0.0 0.0 0.0 0.29
C 0.109 7.699 3.001 -0.2 0.0 0.0 -1.07
C -1.345 8.152 2.853 0.2 0.1 0.2 -0.58
S -2.178 7.435 1.466 0.0 0.0 -0.2 1.26
O -1.210 7.195 0.415 -0.2 0.0 0.1 -0.63
O -3.378 8.184 1.198 0.3 -0.1 0.0 -0.69
C -2.660 5.837 2.102 -0.2 -0.3 -0.1 -0.58
C -2.942 4.854 0.950 0.2 -0.1 0.6 -1.72
N -2.479 3.490 1.275 -0.3 0.3 0.0 0.32
C -1.259 3.019 0.952 0.3 0.0 -0.2 0.78
N -1.115 1.760 1.349 0.0 -0.7 -0.2 -0.25
C -2.272 1.414 1.981 0.3 0.0 0.2 -1.07
C -3.119 2.461 1.941 -0.5 0.4 0.1 -0.52
N -4.439 2.532 2.516 0.1 0.0 -0.3 1.06
O -5.007 3.608 2.520 0.1 0.1 0.0 -0.63
O -4.902 1.494 2.935 0.1 -0.1 0.1 -0.61
C -0.218 3.855 0.291 -0.1 0.0 0.0 -1.36
H 0.583 8.255 3.811 -0.1 0.0 0.0 0.39
H 0.664 7.880 2.083 0.0 0.0 0.0 0.30
H 0.182 6.634 3.243 0.0 0.1 0.0 0.26
H -1.441 9.223 2.658 0.1 0.0 0.1 0.46
H -1.958 7.903 3.726 0.1 0.2 -0.1 0.36
H -3.550 6.000 2.711 0.1 -0.1 0.0 0.57
H -1.835 5.491 2.733 -0.1 0.0 -0.1 0.44
H -2.421 5.154 0.049 0.1 0.1 -0.1 0.63
H -3.998 4.823 0.743 -0.3 -0.1 -0.1 0.47
H -2.390 0.479 2.494 0.0 -0.1 0.0 1.36
H -0.511 4.151 -0.719 0.0 0.0 0.0 0.37
H 0.706 3.288 0.242 0.0 0.0 0.0 0.04
H -0.044 4.778 0.849 0.0 0.0 0.0 0.48
```
Positions in Å, forces in eV/Å.

No. 2
The following is a quantum chemistry calculation of C46H48AsHgN3 as an isolated structure at a distorted geometry, from OMol25.

Results
Energy above the lowest of the compared OMol25 structures with the same formula, charge and spin (eV): 4.235
Total charge: -2
Multiplicity: 1
Energy (a.u.): -4334.6383

Structure (XYZ):
```
99
Properties=species:S:1:pos:R:3:forces:R:3:mulliken_charge:R:1
Hg 0.121 0.975 0.143 -0.7 0.4 -0.3 0.99
N -1.035 2.021 4.434 0.0 -3.3 -0.6 -0.46
N 1.180 3.549 -0.508 -3.5 -1.5 2.9 -0.22
C -2.422 -0.167 -2.714 -0.3 -0.2 1.1 0.93
C -3.160 0.740 -1.902 0.6 -1.2 0.4 0.35
C -3.478 0.080 -0.684 0.8 -0.6 -1.1 0.43
C -4.206 0.651 0.461 -0.3 0.3 0.6 -1.43
H -4.852 1.477 0.133 -0.1 -0.1 0.2 0.49
H -3.508 1.037 1.225 -0.6 -0.1 -0.2 0.00
H -4.829 -0.121 0.938 0.0 0.3 0.0 0.37
C -2.941 -1.232 -0.739 0.2 1.1 -1.0 0.92
C -3.042 -2.234 0.341 -0.1 -0.2 0.5 -0.87
H -4.017 -2.753 0.345 0.1 -0.1 0.1 0.33
H -2.921 -1.756 1.322 0.0 -0.3 -0.1 -0.02
H -2.263 -2.999 0.243 -0.1 0.0 0.1 0.14
C -2.288 -1.386 -1.992 -0.7 1.1 0.4 -0.46
C -1.510 -2.578 -2.390 0.3 -0.4 0.0 -1.33
H -0.619 -2.677 -1.747 0.1 -0.2 -0.2 0.05
H -1.171 -2.505 -3.429 0.0 -0.1 0.1 0.46
H -2.090 -3.508 -2.283 0.1 0.0 -0.1 0.32
C -3.654 2.078 -2.284 -0.5 0.4 -0.1 -1.56
H -4.722 2.003 -2.559 0.1 0.3 0.0 0.24
H -3.125 2.490 -3.152 -0.1 0.0 0.1 0.37
H -3.581 2.797 -1.455 0.0 0.0 -0.2 0.28
C -1.928 0.099 -4.084 0.1 0.0 -0.4 -1.07
H -0.928 -0.328 -4.244 -0.1 0.1 -0.1 0.18
H -1.859 1.178 -4.270 0.1 -0.1 -0.1 -0.06
H -2.601 -0.325 -4.850 0.2 0.1 -0.1 0.28
C -0.215 1.669 5.417 1.3 1.9 0.4 -0.53
H -0.644 1.121 6.227 -0.4 0.4 1.1 0.39
C 1.138 2.005 5.381 -0.1 -0.8 -0.2 -0.38
H 1.738 1.886 6.286 0.1 -0.3 -0.5 0.42
C 1.650 2.472 4.147 -0.6 0.3 0.3 -0.41
H 2.719 2.691 4.114 -0.3 0.5 -0.3 0.37
C 0.824 2.527 3.014 -0.4 -2.0 0.4 -0.31
H 1.213 2.941 2.058 -0.5 -0.8 0.5 0.42
C -0.486 1.815 3.205 -1.5 2.8 -0.3 0.76
C -1.664 1.101 2.423 3.6 9.8 -3.6 -2.20
H -1.696 1.957 1.592 -0.8 -1.0 0.7 0.58
C 1.156 2.657 -1.468 2.3 0.1 0.8 -1.10
C 0.578 4.689 -0.953 2.9 0.4 -2.0 -0.87
H 0.069 5.273 -0.155 0.8 0.5 -1.3 0.33
C 0.897 4.692 -2.353 -1.2 1.2 3.6 -0.63
H 0.963 5.594 -2.906 0.1 0.0 -0.9 0.82
N 1.286 3.402 -2.651 -1.2 -0.7 1.0 0.26
C 1.088 2.695 -3.841 -0.4 0.8 2.0 0.71
C 0.096 3.215 -4.649 0.5 -0.5 -1.6 0.90
C 0.129 2.708 -5.943 0.4 -0.8 -0.3 -1.15
H -0.427 3.207 -6.758 0.0 -0.6 0.5 0.20
C 0.971 1.610 -6.220 0.4 0.2 -0.1 1.32
C 1.124 1.164 -7.643 0.0 0.1 0.0 -1.57
H 1.304 0.078 -7.675 -0.1 0.4 -0.3 0.38
H 1.996 1.692 -8.068 -0.3 -0.3 -0.2 0.28
H 0.213 1.443 -8.192 0.4 -0.3 -0.2 0.37
C 1.803 0.999 -5.253 -0.8 0.5 -0.5 -1.22
H 2.518 0.209 -5.542 -0.7 0.2 0.1 0.26
C 1.810 1.508 -3.961 0.0 0.3 -1.4 1.36
C 2.655 0.915 -2.895 1.4 -0.7 0.1 -1.57
H 3.073 1.663 -2.222 -0.1 -0.1 0.0 0.36
H 3.512 0.401 -3.361 -0.1 0.0 -0.2 0.53
H 2.181 0.148 -2.263 -0.2 0.5 -0.3 0.07
C -0.888 4.242 -4.206 -1.0 1.3 -0.7 -1.52
H -0.429 5.197 -3.935 -0.4 -0.5 -0.2 0.43
H -1.524 3.943 -3.358 0.5 -0.1 -0.2 0.16
H -1.574 4.525 -5.024 0.1 -0.6 0.0 0.34
C 1.976 -6.205 1.248 0.0 0.2 0.0 -0.45
C 0.816 -5.699 0.646 0.1 0.3 0.1 -0.87
C 0.539 -4.327 0.697 0.4 -0.3 0.3 0.21
C 1.409 -3.465 1.387 0.2 0.1 0.0 -0.37
C 2.606 -3.960 1.922 -0.3 -0.5 -0.2 -0.14
C 2.883 -5.334 1.859 -0.2 0.2 -0.1 -0.60
As 0.841 -1.570 1.635 0.0 -0.9 0.6 0.70
C -0.477 -1.952 3.062 0.0 -1.1 0.5 0.80
C -1.485 -1.057 3.297 0.9 -1.4 -0.4 -0.71
C -2.415 -1.190 4.293 0.0 -0.9 0.7 -0.52
C -2.329 -2.315 5.121 -0.1 0.4 -0.2 -0.78
C -1.340 -3.272 4.888 0.2 -0.2 -0.1 -0.59
C -0.419 -3.111 3.849 0.1 0.1 0.0 -0.16
C 2.310 -1.008 2.835 0.0 0.2 -0.4 0.39
C 2.272 -1.138 4.226 0.4 0.1 -0.1 0.11
C 3.377 -0.738 4.987 -0.1 0.0 -0.2 -0.58
C 4.495 -0.179 4.367 -0.1 -0.1 -0.1 -0.55
C 4.524 -0.032 2.977 -0.1 0.0 0.0 -0.64
C 3.431 -0.439 2.207 0.0 -0.1 0.5 -0.61
H 2.173 -7.279 1.234 0.0 0.3 0.0 0.32
H 0.122 -6.373 0.140 0.2 0.2 0.1 0.41
H -0.363 -3.932 0.225 0.2 -0.1 0.2 0.24
H 3.311 -3.285 2.408 -0.2 -0.2 0.0 0.37
H 3.807 -5.716 2.298 -0.2 0.1 -0.1 0.37
H -1.529 -0.042 2.619 -0.6 -3.4 0.9 0.35
H -3.194 -0.433 4.429 0.2 -0.1 -0.1 0.38
H -3.038 -2.425 5.933 0.0 -0.2 0.1 0.32
H -1.276 -4.158 5.519 0.0 0.1 -0.1 0.35
H 0.346 -3.857 3.654 -0.1 -0.1 0.2 0.36
H 1.391 -1.542 4.723 0.2 0.1 -0.2 0.23
H 3.346 -0.857 6.073 0.0 0.1 -0.3 0.37
H 5.345 0.149 4.969 -0.2 -0.1 -0.2 0.29
H 5.399 0.401 2.488 -0.2 -0.1 0.2 0.36
H 3.442 -0.321 1.119 0.0 0.0 0.3 0.42
```
Positions in Å, forces in eV/Å.

- What is the energy above the lowest of the compared OMol25 structures with the same formula, charge and spin in the second record?
  4.235 eV

- multiplicity of number 1 (C46H47MnN8O4P2S2)?
  2

- Among the records above, which one has the highest total charge?
  C46H47MnN8O4P2S2

- Which formula does entry 2 have?
  C46H48AsHgN3